A 2-piece molecular cluster, C4H12NO2 overall. Source: the OMol25 dataset; level of theory: ωB97M-V/def2-TZVPD.

```
19
C4H12NO2 (ωB97M-V/def2-TZVPD)
O -2.674 -1.098 1.401
H -1.947 1.242 -1.145
H 2.896 1.076 -0.861
C 1.141 0.209 0.109
N -0.347 0.140 -0.340
C 1.880 0.766 -1.137
H 2.736 -1.130 0.785
H -0.503 2.046 -1.185
H 1.196 -1.557 1.380
H 1.567 -1.793 -0.387
C -1.068 1.413 -0.503
H -0.259 -0.471 -1.156
O 1.352 0.957 -2.188
H -3.159 -1.764 0.858
H 1.016 0.894 0.949
C 1.684 -1.157 0.494
H -0.924 -0.466 0.253
H -3.136 -1.156 2.263
H -1.451 1.851 0.410
```

Its total charge is +1. The LUMO energy comes out at -3.32 eV. As for the energy relative to the best compared isomer or geometry (same formula, charge and spin): 156.1 kJ/mol. Its multiplicity is 1. As for the HOMO-LUMO gap: 11.363 eV. The value obtained for the HOMO energy is -14.68 eV.

These are the natural (NBO) partial charges, in e, on atoms 1 to 8: O -0.983; H 0.248; H 0.152; C -0.137; N -0.521; C 0.434; H 0.267; H 0.252

A 2-piece molecular cluster, C4H12NO2 overall. Source: the OMol25 dataset; level of theory: ωB97M-V/def2-TZVPD.

```
19
C4H12NO2 (ωB97M-V/def2-TZVPD)
H 1.525 -1.648 -0.467
H 0.618 2.518 1.046
H 1.490 1.982 -0.390
H 0.501 0.246 -1.676
H -0.076 -2.154 0.109
C -0.067 -0.247 -0.902
H 0.334 -2.173 -1.637
H 0.755 0.203 0.999
H -1.805 -0.767 -2.176
H 2.652 -1.024 1.605
C -1.557 -0.289 -1.222
H 2.438 -0.489 3.015
C 0.462 -1.651 -0.689
N 0.083 0.636 0.331
C 0.511 2.032 0.072
H -0.213 2.528 -0.566
O 2.025 -0.510 2.134
H -0.849 0.563 0.767
O -2.354 0.152 -0.450
```

Its total charge is +1. The LUMO energy comes out at -3.27 eV. As for the energy relative to the best compared isomer or geometry (same formula, charge and spin): 96.8 kJ/mol. Its multiplicity is 1. As for the HOMO-LUMO gap: 11.563 eV. The value obtained for the HOMO energy is -14.83 eV.

These are the natural (NBO) partial charges, in e, on atoms 1 to 8: H 0.226; H 0.243; H 0.226; H 0.236; H 0.238; C -0.151; H 0.253; H 0.474

One molecule with the formula C4H12NO2P. Source: the OMol25 dataset; level of theory: ωB97M-V/def2-TZVPD.

```
20
C4H12NO2P (ωB97M-V/def2-TZVPD)
O 1.912 0.408 1.410
H -1.596 0.262 0.351
C 1.875 1.900 -0.759
C -1.706 -2.610 0.190
H -0.815 -1.340 -1.277
O 0.099 2.092 1.374
H -0.196 2.669 0.581
C -0.653 -0.299 0.636
N 1.342 2.625 -1.768
H 1.705 -0.525 1.430
H -0.722 -0.427 1.778
H -2.770 -2.238 0.385
H 2.611 1.245 -1.205
C -0.705 -1.480 -0.184
P 0.766 0.935 0.447
H 0.530 3.020 -1.400
H -1.613 -3.484 -0.455
H -1.526 -2.898 1.230
H 1.165 2.150 -2.599
H 0.297 -2.005 -0.166
```

The LUMO energy comes out at 0.45 eV. As for the energy relative to the best compared isomer or geometry (same formula, charge and spin): 354.2 kJ/mol. Its multiplicity is 1. As for the HOMO-LUMO gap: 7.086 eV. The value obtained for the HOMO energy is -6.64 eV.

These are the natural (NBO) partial charges, in e, on atoms 1 to 8: O -0.937; H 0.234; C -0.521; C -0.605; H 0.213; O -0.945; H 0.474; C -0.789

One molecule with the formula C4H12NO2P. Source: the OMol25 dataset; level of theory: ωB97M-V/def2-TZVPD.

```
20
C4H12NO2P (ωB97M-V/def2-TZVPD)
C -1.807 -0.523 -0.917
O 2.412 -1.384 0.720
C -0.757 -0.049 0.027
P 1.935 -0.317 -0.402
H 0.185 1.848 0.683
N 2.585 1.412 0.346
H -1.808 -1.633 -1.234
H -0.856 -1.800 1.056
C -0.684 1.468 0.030
H -1.762 0.152 -1.870
O 0.418 -0.631 -0.751
H -1.844 -0.263 1.742
H 3.369 -1.540 0.865
H 2.211 -0.898 -1.691
C -0.891 -0.727 1.339
H 2.217 2.085 -0.408
H -0.436 1.705 -0.937
H -2.825 -0.336 -0.630
H 0.042 -0.544 1.916
H -1.707 1.975 0.118
```

The LUMO energy comes out at 0.70 eV. As for the energy relative to the best compared isomer or geometry (same formula, charge and spin): 334.9 kJ/mol. Its multiplicity is 1. As for the HOMO-LUMO gap: 8.859 eV. The value obtained for the HOMO energy is -8.15 eV.

These are the natural (NBO) partial charges, in e, on atoms 1 to 8: C -0.634; O -1.007; C 0.277; P 1.823; H 0.269; N -1.118; H 0.231; H 0.225